A molecular structure, C27H17F12KN2O2. Source: the Open Molecules 2025 dataset; level of theory: ωB97M-V/def2-TZVPD.

As for the lowest unoccupied orbital energy: 4.042 eV. The calculation puts the largest force on an atom at 0.176 eV/A. The total energy is -84288.960 eV. The HOMO energy comes out at -0.558 eV. The net charge is -2. The energy above the lowest of the compared OMol25 structures with the same formula, charge and spin comes out at 0.0 kJ/mol.

The geometry in XYZ format:
```
61
Properties=species:S:1:pos:R:3:forces:R:3:lowdin_charge:R:1
H -2.4539 -1.1262 4.7863 0.00 0.00 0.01 0.10
H -4.9913 -6.3093 -1.4703 0.00 0.00 0.01 0.06
C -0.0667 -0.8678 6.1365 0.00 0.00 0.00 -0.09
F -4.3389 0.6174 -2.4527 -0.02 -0.05 0.02 0.12
H -6.1670 -5.0059 -1.3227 0.00 0.00 0.00 0.06
H -0.7880 -1.3554 6.7993 0.01 0.00 0.01 0.06
C -5.3657 -5.5300 -0.7965 -0.01 0.01 -0.01 -0.09
C 3.2212 -1.6350 2.3760 -0.06 -0.02 0.02 -0.53
F -5.0924 -1.3376 -2.9079 0.00 0.02 -0.03 0.08
H 1.4970 -2.8564 -1.6063 -0.03 0.00 0.00 0.10
F -5.1897 -0.5841 -0.8782 0.02 0.01 -0.01 0.13
F 3.1769 -0.3479 2.7803 0.01 -0.01 0.01 0.12
C -3.4223 -4.8581 0.6845 0.05 -0.01 0.05 -0.08
C -1.7720 -1.6196 2.8323 0.00 0.01 0.03 -0.03
C -1.5860 -1.3169 4.1585 0.03 -0.02 -0.04 -0.08
C -2.2576 -1.5753 -2.9379 0.04 0.03 -0.02 -0.52
C -3.0454 -2.4737 -0.7503 0.07 -0.03 0.09 -0.05
H -0.1521 0.2120 6.3084 0.00 0.00 0.00 0.06
F -0.9739 -1.9374 -2.6759 -0.01 0.00 -0.11 0.08
C -2.3975 -3.9998 1.0023 -0.03 0.00 -0.02 -0.03
C -2.9475 -1.1634 -1.5900 -0.04 -0.01 0.01 -0.45
C 0.6247 -1.7709 2.4702 0.00 -0.04 -0.05 -0.04
O -2.2945 -0.1436 -1.0619 -0.02 0.02 -0.02 -0.25
C 2.0058 -3.5919 1.3828 -0.02 0.10 0.03 -0.53
C 4.1849 -1.5191 -3.1378 -0.03 -0.01 0.05 -0.03
C -0.7035 -1.8705 1.9166 0.08 0.00 0.02 -0.26
F 1.0724 -4.0471 0.5436 -0.04 -0.03 -0.01 0.15
C 4.7513 -1.4244 -5.5170 0.04 0.06 -0.01 -0.21
H -2.7762 -1.6544 2.4281 0.00 0.00 0.01 0.11
H 3.5051 -1.6811 -1.0690 0.05 0.03 -0.05 0.09
O 1.9767 -1.3938 0.4424 -0.05 -0.03 -0.09 -0.29
C 2.6745 -2.4876 -4.7695 -0.03 0.00 0.05 -0.05
F -2.7974 -2.6148 -3.6157 0.02 0.01 -0.02 0.12
K 0.1728 -0.2599 -0.7974 -0.03 0.16 0.01 0.89
H 1.7400 -1.4266 4.2649 0.02 0.00 0.01 0.09
C 0.7543 -1.4733 3.8267 0.00 0.01 0.04 -0.02
F -2.1790 -0.5578 -3.8264 -0.01 -0.04 0.01 0.12
H 5.1028 -0.9887 -2.9186 0.01 0.00 -0.02 0.11
C 3.3304 -1.9031 -2.1182 -0.10 -0.06 0.03 -0.04
H -5.8080 -6.0360 0.0661 -0.01 0.00 0.01 0.06
H 0.9337 -1.1666 6.4579 0.00 0.00 0.00 0.06
C 1.8218 -2.8656 -3.7436 0.03 0.02 -0.02 -0.06
C 1.8979 -2.0375 1.6051 0.05 -0.03 0.17 -0.41
H -4.7260 -3.1654 -1.8785 0.01 -0.02 0.03 0.10
F 3.1965 -3.9522 0.8351 0.05 -0.03 -0.01 0.11
H 2.4323 -2.6999 -5.8027 0.00 0.00 0.00 0.11
N -0.9867 -2.1113 0.6195 0.02 -0.01 -0.10 0.00
C -4.2796 -4.5741 -0.3761 -0.01 0.03 -0.05 -0.31
F 4.3003 -1.7197 1.5725 0.03 0.03 -0.02 0.11
N 5.4810 -1.1057 -6.3487 -0.03 -0.03 -0.01 0.12
F 3.5551 -2.3711 3.4761 -0.02 0.02 -0.02 0.10
C -2.1303 -2.7898 0.3004 -0.05 -0.03 0.01 -0.24
H -3.5469 -5.7760 1.2553 0.00 0.00 0.00 0.10
C 3.8550 -1.8131 -4.4622 0.07 -0.04 -0.03 -0.26
H 0.8885 -3.3640 -3.9689 0.01 -0.01 0.00 0.11
F 1.8930 -4.3182 2.5214 -0.01 -0.03 0.02 0.12
C -0.3023 -1.2378 4.6955 -0.03 0.00 0.00 -0.31
C -4.0580 -3.3879 -1.0564 -0.04 -0.03 0.00 -0.02
H -1.7150 -4.2535 1.8050 0.00 0.00 0.01 0.11
C 2.1514 -2.5788 -2.4247 0.02 0.02 0.00 -0.06
C -4.3928 -0.6341 -1.9618 -0.02 0.04 0.00 -0.52
```
Positions in Å, forces in eV/Å.